Entry 1:
The ion H3IO3P with charge +1 in a non-equilibrium geometry, computed with ωB97M-V/def2-TZVPD.

ΔE to the lowest compared entry with this formula, charge and spin, eV: 0.125
Orbital gap, eV: 10.460
Total charge: +1
HOMO level, eV: -15.3
Total energy, eV: -23575.5480

Element x y z (Å)
O -0.1538 -1.2143 -1.0185
O -0.3412 -0.4307 1.3818
O -0.6092 1.2722 -0.3993
P 0.2095 -0.1486 -0.0130
I 2.5579 0.1804 -0.0264
H -1.0008 -1.7118 -1.0379
H -0.3022 0.1528 2.1388
H -0.3602 1.9002 -1.0255

Charges in e, computed with Löwdin, in the same order as the atoms: atom 1 (O): -0.1004, atom 2 (O): -0.0914, atom 3 (O): -0.1310, atom 4 (P): 0.1689, atom 5 (I): 0.8061, atom 6 (H): 0.1628, atom 7 (H): 0.1311, atom 8 (H): 0.0539


Entry 2:
The molecule C13H21BrN2O3S in a non-equilibrium geometry, computed with ωB97M-V/def2-TZVPD.

ΔE to the lowest compared entry with this formula, charge and spin, eV: 11.515
Orbital gap, eV: 8.432
Total charge: 0
HOMO level, eV: -8.3
Total energy, eV: -103809.6699

Element x y z (Å)
C 1.1129 3.1097 -1.9912
C 2.3183 2.2414 -1.6430
N 2.0018 1.0744 -0.7824
C 1.4626 1.7289 0.5146
C 1.8719 0.8461 1.8050
C 1.1928 0.0168 -1.0833
C 2.0903 -1.1479 -1.1804
N 1.3996 -2.3226 -1.6558
S 0.6201 -3.3374 -0.5262
O 1.3445 -3.3604 0.6409
O -0.0434 -4.2757 -1.3990
C -0.7744 -2.4623 -0.0788
C -0.8406 -1.7781 1.3849
C -1.9084 -1.0653 1.6433
C -2.9505 -0.6754 0.9956
O -3.9730 0.1503 1.0630
C -4.2132 0.7242 2.6250
C -2.7598 -1.2560 -0.4047
Br -4.1656 -0.4838 -1.5472
C -1.8053 -1.9638 -0.7975
H 0.4315 2.4643 -2.4850
H 0.8083 3.7687 -1.2733
H 1.4536 3.7295 -2.6892
H 2.6950 1.8202 -2.4626
H 2.9032 3.0666 -1.0932
H 0.4294 1.9321 0.4600
H 1.9817 2.7340 1.0880
H 2.8858 0.4755 1.7602
H 1.5384 1.1940 2.7391
H 1.3495 0.0669 1.7256
H 0.8776 0.1300 -2.0169
H 0.3325 0.0625 -0.6175
H 2.9542 -1.0414 -1.5115
H 2.4141 -1.4342 0.0446
H 1.0664 -2.1041 -2.5021
H -0.0848 -2.3818 2.0283
H -1.8541 -0.7085 2.7904
H -4.2305 -0.0811 3.2327
H -5.0636 1.2823 2.6200
H -3.2530 1.4219 2.5385
H -1.6157 -2.1606 -1.9588

These are the Löwdin partial charges, in e, on atoms 1 to 8: atom 1 (C): -0.0791, atom 2 (C): -0.1978, atom 3 (N): -0.1435, atom 4 (C): -0.1599, atom 5 (C): -0.0688, atom 6 (C): -0.2573, atom 7 (C): -0.1693, atom 8 (N): -0.0834


Entry 3:
A structure of composition C33H33MoN4O7SeSi in a non-equilibrium geometry, computed with ωB97M-V/def2-TZVPD.

⟨S²⟩: 2.0107
ΔE to the lowest compared entry with this formula, charge and spin, eV: 0.091
2S+1: 3
Orbital gap (alpha / beta), eV: 7.863 / 7.433
Total charge: +1
HOMO level (alpha / beta), eV: -11.2 / -11.3
Total energy, eV: -130126.0632

Element x y z (Å)
Mo -0.2999 -0.3232 1.1922
C 3.6283 -0.0340 3.3122
C 2.7131 -0.4170 2.1947
O 1.4869 -0.1952 2.3155
N 3.2279 -1.0834 1.1683
C 2.4981 -1.5405 -0.0140
C 1.5430 -2.6702 0.2910
C 1.8733 -3.9798 -0.0014
C 0.9943 -5.0011 0.3259
C -0.1910 -4.6807 0.9650
C -0.4642 -3.3555 1.2310
N 0.3701 -2.3660 0.8802
H 3.1698 0.7593 3.8955
H 4.5950 0.2909 2.9378
H 3.7710 -0.9039 3.9564
H 4.2343 -1.1241 1.1242
H 3.2474 -1.8922 -0.7183
H 1.9780 -0.6973 -0.4746
H 2.8177 -4.2000 -0.4797
H 1.2381 -6.0267 0.0855
H -0.9129 -5.4308 1.2503
H -1.3916 -3.0751 1.7126
O -1.7542 0.4016 2.0230
Se -1.5120 -0.7219 3.5963
O -1.3706 0.3320 4.7935
O 0.3798 0.8946 -0.1014
O -2.9210 -1.5225 3.5221
C -1.0913 3.8256 -4.2466
C 0.2503 4.0954 -4.0245
C 0.8502 3.7022 -2.8346
C 0.1185 3.0345 -1.8520
C -1.2367 2.7771 -2.0907
C -1.8378 3.1672 -3.2768
Si 0.8570 2.5040 -0.2320
C 2.7286 2.5603 -0.3205
C 3.4829 3.3546 0.5444
C 4.8661 3.4341 0.4203
C 5.5193 2.7015 -0.5590
C 4.7860 1.9069 -1.4351
C 3.4054 1.8504 -1.3212
C 0.1912 3.5112 1.1779
C 0.3140 3.0936 2.5077
C -0.2496 3.8197 3.5452
C -0.9321 4.9961 3.2687
C -1.0530 5.4367 1.9588
C -0.5059 4.6951 0.9215
H -1.5594 4.1348 -5.1720
H 0.8299 4.6159 -4.7756
H 1.8987 3.9248 -2.6718
H -1.8330 2.2786 -1.3324
H -2.8891 2.9690 -3.4428
H 2.9785 3.9433 1.3024
H 5.4315 4.0749 1.0853
H 6.5948 2.7692 -0.6614
H 5.2902 1.3667 -2.2270
H 2.8377 1.2695 -2.0426
H 0.8476 2.1828 2.7540
H -0.1713 3.4545 4.5605
H -1.3784 5.5642 4.0742
H -1.5878 6.3521 1.7419
H -0.6288 5.0394 -0.0988
O -3.9756 -3.9637 1.4149
C -5.1184 -3.9312 0.6038
N -5.7862 -2.6500 0.5590
C -5.5465 -1.6537 -0.3518
O -6.4251 -0.9321 -0.7648
C -4.1337 -1.4267 -0.8231
C -3.9064 -1.2074 -2.1747
C -2.6461 -0.8168 -2.5907
C -1.6693 -0.6012 -1.6414
N -1.8907 -0.7732 -0.3322
C -3.0993 -1.2004 0.0748
H -4.1346 -3.4924 2.2466
H -5.8617 -4.6518 0.9499
H -4.7826 -4.2306 -0.3906
H -6.7453 -2.6403 0.8756
H -4.7242 -1.3174 -2.8750
H -2.4287 -0.6297 -3.6324
H -0.6892 -0.2290 -1.9117
H -3.2690 -1.2581 1.1425

These are the Löwdin partial charges, in e, on atoms 1 to 8: atom 1 (Mo): 1.6164, atom 2 (C): 0.0479, atom 3 (C): -0.4505, atom 4 (O): -0.1421, atom 5 (N): 0.1279, atom 6 (C): -0.0851, atom 7 (C): -0.2262, atom 8 (C): 0.0093


Entry 4:
A cluster of 12 separate species, H25O12 in total in a non-equilibrium geometry, computed with ωB97M-V/def2-TZVPD.

ΔE to the lowest compared entry with this formula, charge and spin, eV: 4.048
Orbital gap, eV: 10.944
Total charge: +1
HOMO level, eV: -13.8
Total energy, eV: -24966.9827

Element x y z (Å)
O 0.9732 -3.6899 -1.3529
H -1.4387 4.0289 1.4086
H 0.0436 0.5044 1.1274
O -0.9802 1.8882 -0.8267
H -0.2494 1.4800 -1.2948
H -1.7094 1.1436 -0.8252
O 1.1025 3.5261 -1.9938
H 3.7847 -0.2158 -1.2048
O -1.7168 -0.8382 -0.5326
H 1.9202 3.2773 -2.4419
H -1.2258 -1.0401 0.2205
O 0.7260 -0.1084 -1.4166
H -1.3548 1.0598 1.9518
H 0.4146 -0.7186 -0.8583
O 3.6842 -1.1014 -1.4874
H 2.1951 0.8375 3.1697
H 2.9606 -1.6041 -1.2187
O -2.3939 -3.1723 1.0209
H -2.4132 -4.1270 0.5988
H 0.3461 -3.7808 -2.0727
O -0.7280 1.2718 3.8266
H -3.1680 -2.6881 0.6672
H -0.9904 2.1831 4.1811
O -0.8742 0.7498 1.2162
H 1.5597 4.2329 -1.4364
H -0.4475 3.5860 2.3337
O -0.9791 3.2421 1.6728
H -0.6278 1.7024 0.2169
H 1.5625 -0.4275 -1.6140
O 2.7917 0.8295 2.3433
H -1.8341 -1.4589 -1.1591
H 1.5565 -4.5243 -1.4664
O -1.6370 -2.6999 -2.5838
H -0.2252 0.8624 4.6269
H -2.4423 -2.9525 -2.7764
H 3.3177 1.6368 2.1593
H -1.2818 -2.1765 -3.3801

These are the Löwdin partial charges, in e, on atoms 1 to 8: atom 1 (O): -0.0896, atom 2 (H): 0.0715, atom 3 (H): 0.0920, atom 4 (O): 0.1108, atom 5 (H): 0.0552, atom 6 (H): 0.1707, atom 7 (O): -0.0713, atom 8 (H): 0.0271


Entry 5:
A structure of composition C10H12BeBrIN6O2S, computed with ωB97M-V/def2-TZVPD.

ΔE to the lowest compared entry with this formula, charge and spin, eV: 0.113
Orbital gap, eV: 7.822
Total charge: +2
HOMO level, eV: -14.4
Total energy, eV: -112964.4496

Element x y z (Å)
Be -0.1958 -0.0285 -0.1387
N 1.2789 -0.0255 1.1714
N 0.9812 1.0289 2.0520
C -0.1588 1.7129 1.8348
N -0.5421 2.6999 2.6052
N -0.8137 1.2479 0.7557
N -2.0278 1.7376 0.2859
O -2.5793 2.6632 0.8393
O -2.4326 1.1104 -0.6762
H 1.3325 -0.9024 1.6894
H 2.1922 0.1264 0.7472
H 1.5829 1.2117 2.8411
H -0.0190 2.9942 3.4161
H -1.4090 3.1702 2.3830
S 1.2735 1.5095 -3.7279
C 1.1025 -0.1880 -3.8201
C 0.6696 -0.6809 -2.6380
N 0.4832 0.2759 -1.6598
C 0.7632 1.4827 -2.1268
H 1.3108 -0.7313 -4.7277
H 0.4851 -1.7226 -2.4279
H 0.6739 2.3821 -1.5348
Br -1.9562 -5.5852 -0.1555
C -3.3397 -4.3326 0.1256
C -4.6483 -4.7852 0.2312
C -5.6853 -3.8875 0.4298
C -5.4324 -2.5275 0.5176
C -4.1332 -2.0514 0.4178
C -3.1210 -2.9672 0.2290
I -1.0592 -2.3086 0.1454
H -4.8371 -5.8470 0.1538
H -6.6977 -4.2580 0.5131
H -6.2430 -1.8272 0.6644
H -3.9414 -0.9892 0.4752

These are the Löwdin partial charges, in e, on atoms 1 to 8: atom 1 (Be): 0.0070, atom 2 (N): 0.0822, atom 3 (N): 0.0625, atom 4 (C): -0.3330, atom 5 (N): 0.2682, atom 6 (N): 0.0712, atom 7 (N): -0.3732, atom 8 (O): 0.1316


Entry 6:
A structure of composition C2H7OS in a non-equilibrium geometry, computed with ωB97M-V/def2-TZVPD.

ΔE to the lowest compared entry with this formula, charge and spin, eV: 1.676
Orbital gap, eV: 7.152
Total charge: -1
HOMO level, eV: -2.8
Total energy, eV: -15069.7303

Element x y z (Å)
O 2.4573 0.0803 -1.2743
H 1.6657 0.5234 -1.4692
C -1.1362 0.8919 1.6538
C -1.0571 0.6914 0.1685
S -0.2355 -0.9196 -0.2132
H -1.6859 1.8206 1.8612
H -1.7151 0.0761 2.2184
H -0.0906 0.7673 2.0791
H -0.5660 1.6067 -0.5210
H -2.0118 0.6276 -0.3562
H 1.6725 -0.8507 -1.1405

These are the Löwdin partial charges, in e, on atoms 1 to 8: atom 1 (O): -0.3107, atom 2 (H): -0.1224, atom 3 (C): -0.2854, atom 4 (C): -0.8026, atom 5 (S): 0.2238, atom 6 (H): 0.0413, atom 7 (H): 0.0692, atom 8 (H): 0.0656


Entry 7:
A cluster of 2 separate species, CH9N2Si in total in a non-equilibrium geometry, computed with ωB97M-V/def2-TZVPD.

ΔE to the lowest compared entry with this formula, charge and spin, eV: 1.492
Orbital gap, eV: 10.196
Total charge: +1
HOMO level, eV: -14.2
Total energy, eV: -12031.5189

Element x y z (Å)
C -1.2505 0.2044 -1.8039
N -1.2167 -0.3148 -2.9446
N -0.0248 0.9718 -1.3958
Si 1.1861 -0.8006 3.0673
H -1.9758 0.2798 -1.1076
H 1.8378 -1.2436 1.8109
H -2.0775 -0.8806 -3.2351
H 0.6329 0.8420 -2.1667
H 0.3463 0.6645 -0.5156
H -0.2431 1.9859 -1.3357
H 1.7303 -0.9799 4.3287
H 1.2699 0.5983 2.6082
H -0.2152 -1.3272 2.6898

These are the Löwdin partial charges, in e, on atoms 1 to 8: atom 1 (C): -0.1690, atom 2 (N): 0.1727, atom 3 (N): 0.2365, atom 4 (Si): 0.5714, atom 5 (H): 0.1015, atom 6 (H): -0.1493, atom 7 (H): 0.1385, atom 8 (H): 0.1702